The following is a DFT calculation (wB97M-V/def2-TZVPD) of a cluster of 2 separate species, C3H4N4O2 in total at a distorted geometry.

The geometry in XYZ format:
```
13
Properties=species:S:1:pos:R:3:nbo_charge:R:1
C 0.878 -1.603 0.227 -0.0729
C -0.237 -0.878 0.144 -0.1371
C 1.471 0.424 -0.310 0.1300
N 1.912 -0.771 -0.087 -0.3721
N 0.146 0.386 -0.211 -0.1461
N -1.016 2.126 0.248 -0.2554
N -0.451 2.984 1.024 0.5622
O 0.270 2.595 1.938 -0.3805
O -0.830 4.151 0.860 -0.3751
H 1.198 -2.677 0.421 0.2325
H -1.225 -1.101 0.315 0.2216
H 2.017 1.245 -0.219 0.2019
H -1.470 2.537 -0.539 0.3910
```

Computed properties:
**Charge**: 0
**Kohn-Sham gap (spin up / spin down)**: 0.2453 / 0.2417 hartree
**Energy**: -485.9210 a.u.
**Energy above the lowest of the compared OMol25 structures with the same formula, charge and spin**: 8.332 eV